Below is a cluster of 7 separate species, C14H10Cl24NO2 in total in a non-equilibrium geometry, with properties calculated with ωB97M-V/def2-TZVPD.

```
51
Properties=species:S:1:pos:R:3:forces:R:3
C 1.3704 0.1811 0.1046 -1.1 0.3 -0.3
C 0.7021 1.5719 -0.0666 0.7 -1.3 0.3
N -0.7690 1.3282 -0.0845 1.7 0.8 0.0
C -1.2698 0.7120 -1.1441 -0.2 -0.3 -0.6
C -2.5964 0.4222 -1.1851 -1.1 -0.4 -0.2
C -3.4127 0.7723 -0.1228 -0.6 -0.1 -0.5
C -4.9102 0.4849 -0.0736 -1.2 0.7 0.4
O -5.6506 1.1951 0.5624 1.4 -0.9 -0.3
O -5.3732 -0.5892 -0.7545 0.6 0.8 0.1
C -2.8420 1.4148 0.9486 -0.7 0.7 1.0
C -1.5112 1.6887 0.9589 0.2 -0.1 0.1
H 2.4099 0.2661 0.4086 -0.1 -0.1 -0.1
H 1.2557 -0.3987 -0.8160 0.4 0.1 0.0
H 0.7643 -0.3443 0.8539 0.6 0.1 -0.2
H 0.9964 2.0543 -0.9973 -0.1 0.2 0.1
H 0.9657 2.1667 0.8062 -0.3 0.3 -0.2
H -0.6232 0.4288 -1.9628 0.3 0.2 0.2
H -3.0080 -0.1086 -2.0346 0.2 0.1 -0.1
H -4.7836 -0.7613 -1.4995 -0.1 -0.5 0.0
H -3.4149 1.7186 1.8165 -0.2 -0.1 -0.2
H -1.0163 2.1620 1.7953 0.1 0.0 -0.1
C -3.4832 -3.0723 2.1538 -0.1 -0.3 0.2
Cl -3.1207 -1.3729 1.7521 0.1 -0.4 0.2
Cl -1.9684 -3.9738 2.2476 0.0 0.1 0.0
Cl -4.3150 -3.1373 3.7048 0.1 0.1 -0.1
Cl -4.5107 -3.7558 0.8938 0.1 0.1 0.0
C 5.9578 -0.3639 0.4079 0.2 -0.1 0.0
Cl 7.0299 -1.1062 -0.7786 0.1 0.6 0.3
Cl 6.9099 0.3098 1.7334 -0.1 0.0 0.0
Cl 5.0305 0.9331 -0.3673 0.0 -0.2 0.0
Cl 4.8425 -1.5838 1.0500 0.0 0.0 -0.1
C 4.6261 5.1130 -1.4803 0.2 0.2 0.0
Cl 5.9101 4.0118 -0.9771 -0.1 0.2 -0.1
Cl 4.5760 6.5035 -0.3960 0.0 -0.1 0.0
Cl 4.9223 5.6579 -3.1307 -0.1 -0.1 0.1
Cl 3.0650 4.2602 -1.4142 -0.1 0.0 0.0
C -8.3565 1.8364 -1.9498 -0.2 0.0 0.2
Cl -7.5953 3.4208 -1.7452 0.0 0.0 0.0
Cl -9.9744 2.0434 -2.6216 0.1 0.0 0.0
Cl -7.3822 0.8608 -3.0683 0.0 0.0 0.0
Cl -8.4591 1.0279 -0.3847 -0.2 0.0 -0.2
C 6.0821 -4.9173 -2.7003 -0.1 -0.1 0.0
Cl 7.8162 -4.8565 -3.0309 -0.1 0.0 0.0
Cl 5.6590 -6.5071 -2.0540 0.0 0.1 0.0
Cl 5.6692 -3.6654 -1.5176 -0.2 -0.6 -0.3
Cl 5.1852 -4.6306 -4.1974 0.0 0.0 0.0
C 1.7237 -1.8829 4.0768 0.2 -0.1 0.2
Cl 1.8024 -3.4866 3.3409 0.0 0.1 0.0
Cl 0.5772 -0.8777 3.1611 -0.2 -0.1 0.4
Cl 1.1770 -2.0222 5.7465 0.0 0.0 -0.1
Cl 3.3197 -1.1319 4.0320 -0.2 0.0 0.1
```
Forces are in eV/Å.

Output
Frontier orbital gap, Eh: 0.293
Charge: +1
Strongest force on any atom, eV Å⁻¹: 1.863
LUMO, eV: -4.7
HOMO level, eV: -12.663